DFT (ωB97M-V/def2-TZVPD) results for a structure of composition C26H47BrGeO4Pd.

Calculated total energy = -6098.4618 Ha
⟨S²⟩ = 3.783

Structure (ORCA input):
```
! wB97M-V def2-TZVPD RIJCOSX def2/J DEFGRID3
* xyz 1 4
Pd -1.45 -0.03 0.57
C -1.08 2.88 1.65
C -2.58 2.78 1.45
C -3.04 3.66 0.30
C -3.30 3.15 2.74
O -2.93 1.42 1.08
Ge -3.73 0.09 2.26
O -1.88 -0.26 2.68
C -1.37 -1.38 3.44
C -2.48 -1.96 4.30
C -0.85 -2.44 2.47
C -0.24 -0.83 4.30
O -3.36 -1.07 0.78
C -4.32 -1.60 -0.16
C -3.92 -1.18 -1.56
C -4.26 -3.12 -0.02
C -5.71 -1.09 0.17
H -0.82 3.87 2.03
H -0.74 2.14 2.37
H -0.55 2.74 0.70
H -2.76 4.70 0.48
H -2.58 3.34 -0.63
H -4.13 3.61 0.19
H -3.12 4.20 2.99
H -4.38 3.01 2.64
H -2.95 2.54 3.58
H -3.28 -2.38 3.68
H -2.10 -2.77 4.93
H -2.91 -1.20 4.95
H -1.65 -2.79 1.82
H -0.03 -2.03 1.86
H -0.45 -3.30 3.02
H -0.63 -0.09 5.00
H 0.24 -1.63 4.86
H 0.51 -0.36 3.67
H -2.92 -1.52 -1.80
H -4.61 -1.61 -2.30
H -3.97 -0.09 -1.66
H -3.25 -3.47 -0.23
H -4.53 -3.42 0.99
H -4.94 -3.60 -0.72
H -5.75 0.01 0.12
H -6.44 -1.48 -0.55
H -6.03 -1.40 1.17
C 3.26 1.51 -5.26
C 3.59 0.25 -4.44
C 5.11 0.17 -4.26
C 3.10 -1.00 -5.20
C 2.85 0.29 -3.11
C 1.45 0.53 -3.12
C 0.77 0.52 -1.95
Br -1.09 0.84 -1.95
C 1.41 0.25 -0.67
O 0.73 0.16 0.38
C 2.86 0.06 -0.66
C 3.49 0.07 -1.89
C 3.71 -0.12 0.59
C 4.55 -1.40 0.44
C 4.65 1.10 0.67
C 2.96 -0.22 1.92
H 3.88 1.53 -6.15
H 3.45 2.42 -4.69
H 2.22 1.53 -5.59
H 5.58 0.18 -5.25
H 5.41 -0.76 -3.77
H 5.50 1.01 -3.70
H 3.57 -1.02 -6.19
H 2.02 -0.99 -5.34
H 3.38 -1.91 -4.67
H 0.93 0.72 -4.05
H 4.56 -0.08 -1.90
H 5.25 -1.35 -0.40
H 3.91 -2.27 0.30
H 5.14 -1.55 1.35
H 5.28 1.19 -0.22
H 5.31 0.99 1.54
H 4.09 2.02 0.80
H 2.30 -1.08 1.97
H 2.37 0.67 2.14
H 3.71 -0.32 2.71
*
```

DFT (ωB97M-V/def2-TZVPD) results for a cluster of 2 separate species, C6H15ClIN5O7P2S in total.

Energy relative to the best compared isomer or geometry (same formula, charge and spin) = 141.77 kJ/mol

Structure (ORCA input):
```
! wB97M-V def2-TZVPD RIJCOSX def2/J DEFGRID3
* xyz 0 1
N 3.02 0.75 0.27
C 2.53 -0.38 1.08
C 2.16 -1.51 0.11
C 0.68 -1.39 -0.35
C 0.47 -0.07 -1.15
C -0.88 -0.03 -1.97
C -1.82 -0.94 -1.29
N -2.00 -2.19 -1.73
N -2.85 -2.76 -0.91
N -3.19 -1.93 -0.01
P -4.34 -2.40 1.32
O -4.31 -4.03 1.16
I -3.19 -2.00 3.46
N -2.59 -0.73 -0.20
P -2.69 0.75 0.73
O -2.41 1.88 -0.36
O -1.46 0.85 1.75
S -4.39 1.07 1.54
H 3.29 1.48 0.94
H 3.87 0.40 -0.16
H 1.71 -0.08 1.75
H 3.36 -0.73 1.72
H 2.78 -1.52 -0.79
H 2.24 -2.48 0.62
H 0.49 -2.28 -0.96
H 0.08 -1.39 0.58
H 1.34 0.09 -1.80
H 0.37 0.73 -0.40
H -0.65 -0.40 -2.97
H -1.26 0.98 -2.09
H -3.37 -4.29 1.20
H -3.09 2.56 -0.26
H -0.89 0.06 1.65
O 3.70 5.73 -0.07
Cl 3.40 4.39 -0.50
O 2.08 4.35 -1.09
O 3.44 3.50 0.64
O 4.39 3.96 -1.47
*
```

DFT (ωB97M-V/def2-TZVPD) results for a cluster of 2 separate species, C2H5BrNP in total.

Energy relative to the best compared isomer or geometry (same formula, charge and spin) = 487.39 kJ/mol

Structure (ORCA input):
```
! wB97M-V def2-TZVPD RIJCOSX def2/J DEFGRID3
* xyz 0 1
C 0.47 -0.97 0.06
C 0.92 0.47 0.37
N -1.70 1.29 -0.01
P -1.58 2.26 -1.16
Br 1.68 1.60 -0.84
H 0.61 -1.30 -1.04
H 1.09 -1.67 0.68
H -0.57 -0.90 0.43
H 1.09 0.55 1.39
H -2.93 3.00 -1.47
*
```

DFT (ωB97M-V/def2-TZVPD) results for a structure of composition C6H10O.

Energy relative to the best compared isomer or geometry (same formula, charge and spin) = 350.18 kJ/mol

Structure (ORCA input):
```
! wB97M-V def2-TZVPD RIJCOSX def2/J DEFGRID3
* xyz 0 1
C 0.78 0.51 1.53
C 1.18 0.92 0.27
C 1.33 0.00 -0.90
C -0.07 0.43 -1.15
C -1.24 -0.18 -0.73
C -1.32 -1.59 -0.30
O -0.38 -2.28 0.06
H 0.89 -0.53 1.82
H -0.74 0.42 1.46
H 0.82 1.24 2.34
H 1.34 1.98 0.09
H 2.05 0.32 -1.65
H 1.43 -1.05 -0.64
H -0.18 1.37 -1.70
H -2.18 0.25 -1.06
H -1.36 0.22 0.86
H -2.35 -2.01 -0.28
*
```

DFT (ωB97M-V/def2-TZVPD) results for a structure of composition C4H4F12O14S4Zn.

Energy relative to the best compared isomer or geometry (same formula, charge and spin) = 188.63 kJ/mol

Structure (ORCA input):
```
! wB97M-V def2-TZVPD RIJCOSX def2/J DEFGRID3
* xyz -2 1
Zn 15.47 12.50 -5.59
C 18.31 8.87 -6.02
F 18.52 7.57 -5.93
F 19.14 9.49 -5.15
F 18.53 9.30 -7.25
S 16.53 9.26 -5.53
O 16.45 10.73 -5.66
O 15.60 8.61 -6.44
O 16.39 8.74 -4.16
C 16.55 11.67 -9.73
F 17.16 10.55 -9.43
F 17.23 12.75 -9.32
F 16.46 11.76 -11.06
S 14.81 11.69 -8.92
O 14.36 10.29 -8.95
O 15.03 12.22 -7.57
O 13.94 12.58 -9.70
C 18.12 12.75 -2.22
F 18.57 12.99 -3.48
F 18.42 11.53 -1.83
F 18.70 13.59 -1.39
S 16.22 12.97 -2.24
O 16.09 14.37 -1.94
O 15.82 12.59 -3.58
O 15.76 12.03 -1.21
C 12.41 10.00 -3.57
F 12.51 10.89 -2.58
F 13.28 9.03 -3.42
F 11.17 9.46 -3.50
S 12.49 10.86 -5.31
O 13.80 11.51 -5.31
O 12.43 9.78 -6.28
O 11.37 11.76 -5.26
O 14.68 14.31 -5.80
H 14.94 15.23 -5.79
H 13.95 14.26 -6.44
O 17.28 13.30 -6.28
H 17.85 13.96 -5.87
H 17.31 13.49 -7.23
*
```

DFT (ωB97M-V/def2-TZVPD) results for a structure of composition C33H25BrCuF5N4O2SSe.

Energy relative to the best compared isomer or geometry (same formula, charge and spin) = 113.72 kJ/mol
⟨S²⟩ = 0.762

Structure (ORCA input):
```
! wB97M-V def2-TZVPD RIJCOSX def2/J DEFGRID3
* xyz -1 2
Cu -3.31 -1.39 -0.56
O 0.07 2.95 -1.15
C -1.02 3.14 -1.93
C -0.98 4.18 -2.85
C -2.05 4.37 -3.72
C -3.16 3.55 -3.66
C -3.20 2.52 -2.73
C -2.14 2.30 -1.86
C -2.19 1.08 -0.93
O -3.40 0.50 -0.90
N -1.73 1.57 0.41
N -1.68 0.57 1.32
C -1.70 0.88 2.55
C -1.60 -0.14 3.60
Br -2.48 -1.78 3.24
C -1.00 0.03 4.78
C -0.17 1.19 5.14
C -0.18 1.67 6.45
C 0.59 2.76 6.82
C 1.40 3.38 5.89
C 1.44 2.91 4.59
C 0.67 1.82 4.21
H -0.20 2.35 -0.41
H -0.11 4.82 -2.87
H -2.00 5.18 -4.44
H -3.99 3.69 -4.35
H -4.03 1.83 -2.65
H -1.37 0.40 -1.24
H -2.30 2.37 0.71
H -1.75 1.92 2.89
H -1.09 -0.75 5.52
H -0.82 1.18 7.18
H 0.56 3.11 7.84
H 2.01 4.23 6.18
H 2.09 3.38 3.85
H 0.73 1.43 3.20
C -3.10 -3.33 -0.45
C -1.66 -3.63 -0.60
C -0.87 -4.12 0.45
C 0.48 -4.43 0.28
C 1.10 -4.23 -0.95
C 0.33 -3.73 -2.00
C -1.01 -3.44 -1.83
H -3.51 -3.79 0.46
H -3.65 -3.70 -1.31
H -1.34 -4.30 1.41
H 1.03 -4.85 1.10
H 2.14 -4.48 -1.09
H 0.78 -3.58 -2.98
H -1.57 -3.04 -2.67
F 6.34 -1.42 -0.66
C 5.14 -1.48 -0.09
C 4.15 -0.59 -0.46
F 4.41 0.32 -1.40
C 2.91 -0.66 0.14
F 1.98 0.21 -0.25
C 2.62 -1.60 1.13
Se 0.91 -1.70 1.90
C 3.64 -2.48 1.49
F 3.45 -3.41 2.42
C 4.89 -2.43 0.89
F 5.86 -3.28 1.24
S -2.52 -0.86 -4.56
C -0.91 -0.55 -4.41
N -0.48 0.76 -4.20
C 0.80 1.11 -4.03
C 1.77 0.16 -4.10
C 1.31 -1.16 -4.30
N 0.07 -1.51 -4.45
H -1.22 1.44 -4.08
H 0.98 2.16 -3.84
H 2.81 0.40 -3.96
H 2.04 -1.97 -4.32
*
```